[1]
Formula: C29H30CrN4O2S
Source: OMol25
Level of theory: the ωB97M-V functional and the def2-TZVPD basis

Cartesian coordinates (Å):
Cr (8.488, -12.662, 11.452)
C (7.969, -15.285, 14.614)
C (7.610, -13.951, 15.335)
C (7.851, -12.611, 14.555)
N (8.834, -12.698, 13.532)
C (10.139, -12.700, 13.810)
C (10.721, -12.332, 15.041)
C (12.012, -12.480, 15.516)
C (13.065, -13.268, 15.050)
C (12.988, -14.236, 13.984)
C (12.039, -14.280, 13.004)
C (10.891, -13.461, 12.737)
N (10.409, -13.412, 11.481)
C (11.372, -13.069, 10.438)
C (10.832, -13.309, 9.034)
C (9.512, -12.654, 8.619)
N (8.393, -13.140, 9.423)
C (7.935, -14.402, 9.095)
C (7.950, -14.867, 7.759)
C (7.527, -16.114, 7.222)
C (7.132, -17.214, 7.947)
C (7.000, -17.336, 9.299)
C (6.926, -16.435, 10.318)
C (7.374, -15.117, 10.305)
N (7.374, -14.450, 11.465)
C (6.407, -14.791, 12.542)
C (6.952, -15.775, 13.611)
H (8.037, -16.150, 15.317)
H (8.955, -15.182, 14.129)
H (8.230, -13.875, 16.249)
H (6.524, -13.953, 15.641)
H (8.208, -11.810, 15.182)
H (6.938, -12.284, 14.051)
H (10.060, -11.822, 15.695)
H (12.194, -11.943, 16.447)
H (13.991, -13.178, 15.652)
H (13.688, -15.096, 13.967)
H (12.199, -14.905, 12.110)
H (12.280, -13.705, 10.558)
H (11.624, -12.016, 10.561)
H (10.629, -14.373, 8.913)
H (11.631, -13.080, 8.262)
H (9.468, -12.791, 7.494)
H (9.524, -11.535, 8.742)
H (8.218, -14.110, 7.012)
H (7.530, -16.269, 6.165)
H (6.963, -18.076, 7.282)
H (6.937, -18.405, 9.607)
H (6.589, -16.817, 11.250)
H (5.532, -15.234, 12.026)
H (6.078, -13.875, 13.014)
H (7.417, -16.639, 13.102)
H (6.037, -16.156, 14.115)
O (9.422, -9.467, 9.504)
C (8.891, -9.900, 10.520)
O (9.368, -10.801, 11.312)
C (7.574, -9.233, 10.950)
C (7.389, -7.852, 10.819)
C (6.315, -7.179, 11.346)
C (5.363, -7.848, 12.068)
C (5.471, -9.222, 12.196)
C (6.494, -9.961, 11.586)
S (6.334, -11.642, 11.463)
H (8.004, -7.312, 10.109)
H (6.219, -6.112, 11.165)
H (4.579, -7.305, 12.585)
H (4.649, -9.801, 12.590)

## Properties
net charge	-2
HOMO energy (spin up / spin down)	1.11 / -0.71	eV
multiplicity	5
frontier orbital gap (spin up / spin down)	3.51 / 5.31	eV

[2]
Formula: C15H24N2O4
Source: OMol25
Level of theory: the ωB97M-V functional and the def2-TZVPD basis

Cartesian coordinates (Å):
C (-6.349, -1.229, 0.168)
C (-5.613, 0.046, 0.546)
O (-4.257, -0.280, 0.767)
C (-3.468, 0.748, 1.301)
C (-3.165, 1.891, 0.323)
H (-2.542, 2.628, 0.837)
C (-2.452, 1.391, -0.933)
N (-1.132, 0.892, -0.636)
C (-0.719, -0.347, -1.003)
O (-1.407, -1.094, -1.674)
C (0.630, -0.710, -0.517)
C (0.995, -2.008, -0.169)
N (2.280, -1.981, 0.221)
C (2.785, -0.707, 0.115)
C (1.768, 0.117, -0.348)
C (1.891, 1.568, -0.663)
H (1.661, 2.178, 0.212)
H (1.218, 1.843, -1.472)
H (2.913, 1.794, -0.955)
C (4.176, -0.501, 0.468)
O (4.900, -1.407, 0.833)
O (4.577, 0.779, 0.365)
C (5.946, 1.042, 0.665)
C (6.844, 0.765, -0.533)
H (6.517, 1.347, -1.392)
H (6.805, -0.291, -0.787)
H (7.868, 1.032, -0.291)
H (6.250, 0.421, 1.514)
H (5.976, 2.098, 0.945)
H (2.839, -2.759, 0.536)
C (0.180, -3.247, -0.158)
H (-0.057, -3.543, 0.864)
H (-0.745, -3.067, -0.699)
H (0.721, -4.063, -0.633)
H (-0.552, 1.444, -0.026)
H (-3.003, 0.556, -1.373)
H (-2.387, 2.204, -1.668)
H (-4.092, 2.385, 0.029)
H (-3.944, 1.164, 2.205)
H (-2.534, 0.259, 1.590)
H (-5.711, 0.784, -0.264)
H (-6.044, 0.485, 1.462)
H (-5.893, -1.661, -0.718)
H (-6.280, -1.951, 0.977)
H (-7.394, -1.012, -0.032)

## Properties
energy relative to the best compared isomer or geometry (same formula, charge and spin)	6.4	kcal per mole
HOMO energy	-8.35	eV
frontier orbital gap	9.07	eV

[3]
Formula: C7H8BNO2
Source: OMol25
Level of theory: the ωB97M-V functional and the def2-TZVPD basis

Cartesian coordinates (Å):
B (-0.515, 1.164, 0.678)
C (0.438, -3.163, -0.344)
C (1.152, -2.504, -1.255)
C (-0.471, -2.490, 0.432)
C (1.099, -1.103, -1.538)
C (-0.451, -1.068, 0.350)
C (0.312, -0.427, -0.646)
C (-0.388, 3.599, 0.556)
N (-0.978, 2.366, 1.166)
O (-1.012, -0.237, 1.218)
O (0.192, 0.924, -0.507)
H (0.314, -4.249, -0.484)
H (1.669, -3.091, -1.953)
H (-1.012, -3.016, 1.256)
H (1.737, -0.685, -2.195)
H (0.623, 3.482, 0.621)
H (-0.619, 3.557, -0.531)
H (-0.855, 4.430, 1.074)
H (-1.234, 2.511, 2.102)

## Properties
energy relative to the best compared isomer or geometry (same formula, charge and spin)	16.2	kcal per mole
HOMO energy	-8.07	eV
frontier orbital gap	8.60	eV

[4]
Formula: C37H27BrCl3N5O5S2V
Source: OMol25
Level of theory: the ωB97M-V functional and the def2-TZVPD basis

Cartesian coordinates (Å):
V (1.553, 0.303, 1.741)
O (-1.976, -1.213, 1.231)
S (-0.774, -1.392, 2.020)
O (0.317, -2.051, 1.336)
N (-0.155, 0.027, 2.444)
C (-0.632, 0.924, 3.325)
C (-1.818, 0.893, 4.053)
C (-2.124, 1.947, 4.909)
C (-1.287, 3.032, 5.050)
C (-0.067, 3.093, 4.354)
C (0.867, 4.150, 4.452)
C (2.058, 4.028, 3.773)
C (2.318, 2.907, 2.986)
N (1.434, 1.920, 2.810)
C (0.265, 2.015, 3.501)
C (-1.160, -2.312, 3.508)
C (-0.131, -2.569, 4.395)
C (-0.393, -3.334, 5.521)
C (-1.671, -3.822, 5.752)
C (-2.699, -3.523, 4.872)
C (-2.445, -2.765, 3.741)
H (-2.487, 0.053, 3.948)
H (-3.044, 1.908, 5.475)
H (-1.551, 3.848, 5.703)
H (0.647, 5.013, 5.065)
H (2.810, 4.800, 3.846)
H (3.282, 2.822, 2.493)
H (0.856, -2.175, 4.192)
H (0.405, -3.553, 6.212)
H (-1.864, -4.437, 6.620)
H (-3.697, -3.888, 5.061)
H (-3.225, -2.524, 3.033)
Br (2.098, 2.810, -0.350)
C (3.558, 1.702, 0.180)
C (4.813, 1.882, -0.354)
C (5.827, 1.022, 0.068)
C (5.527, 0.037, 1.004)
C (4.236, -0.047, 1.497)
N (3.241, 0.768, 1.076)
C (3.776, -0.935, 2.641)
O (4.509, -1.795, 3.098)
O (2.610, -0.615, 3.053)
H (4.996, 2.666, -1.072)
H (6.827, 1.136, -0.319)
H (6.274, -0.656, 1.362)
Cl (-0.863, 5.193, -4.922)
C (-0.732, 3.485, -4.775)
C (-1.599, 2.794, -3.943)
C (-1.488, 1.420, -3.839)
C (-0.519, 0.711, -4.538)
C (-0.381, -0.799, -4.465)
C (-0.865, -1.404, -3.120)
N (0.091, -1.094, -2.089)
C (1.380, -1.546, -2.076)
C (1.987, -0.950, -1.013)
N (1.087, -0.141, -0.379)
C (-0.040, -0.255, -1.044)
O (-0.909, -1.448, -5.604)
C (-2.271, -1.236, -5.920)
C (-3.212, -1.992, -5.026)
C (-3.143, -3.342, -4.825)
Cl (-2.026, -4.413, -5.552)
S (-4.323, -3.906, -3.688)
C (-4.915, -2.305, -3.489)
C (-4.245, -1.406, -4.251)
C (0.329, 1.431, -5.384)
Cl (1.537, 0.623, -6.312)
C (0.230, 2.808, -5.507)
H (-2.349, 3.323, -3.378)
H (-2.180, 0.902, -3.194)
H (0.689, -1.039, -4.552)
H (-0.934, -2.490, -3.243)
H (-1.848, -1.038, -2.818)
H (1.741, -2.243, -2.804)
H (3.005, -1.072, -0.683)
H (-0.958, 0.234, -0.773)
H (-2.361, -1.601, -6.948)
H (-2.517, -0.167, -5.897)
H (-5.722, -2.124, -2.809)
H (-4.474, -0.356, -4.284)
H (0.897, 3.341, -6.164)

## Properties
energy relative to the best compared isomer or geometry (same formula, charge and spin)	0.0	kcal per mole
HOMO energy (spin up / spin down)	-6.71 / -5.46	eV
multiplicity	2
frontier orbital gap (spin up / spin down)	6.63 / 5.21	eV